[1]
18
Properties=species:S:1:pos:R:3 method="wB97M-V/def2-TZVPD" e_above_lowest_kj_mol=338.55 gap_ev=9.387 energy_ha=-820.0568 multiplicity=1 total_charge=0 max_force_ev_per_a=6.3 homo_energy_ev=-8.9383
C 1.768 1.574 -0.283
C 0.302 1.846 -0.059
C 2.141 0.285 -0.242
C -0.388 0.791 0.284
C 1.101 -0.816 -0.104
C -1.382 -1.430 0.343
C -0.209 -0.545 0.633
O -3.126 -0.242 -1.255
O -2.193 1.025 0.657
S -2.886 -0.333 0.164
H 2.309 2.440 -0.661
H -0.124 2.802 -0.236
H 3.212 -0.206 -0.372
H 0.784 -0.850 -1.222
H 1.712 -1.724 0.213
H -1.463 -1.921 -0.650
H -1.532 -2.198 1.107
H -0.024 -0.500 1.682

=====

[2]
19
Properties=species:S:1:pos:R:3 method="wB97M-V/def2-TZVPD" e_above_lowest_kj_mol=424.22 gap_ev=9.608 energy_ha=-572.3406 multiplicity=1 total_charge=0 max_force_ev_per_a=4.3 homo_energy_ev=-9.5357
C 2.485 0.039 -0.298
C 1.777 -1.192 0.296
C 2.628 2.481 0.413
C 2.285 1.202 0.638
C -0.037 0.062 -0.196
C -3.527 -0.525 -0.242
C -2.110 -1.064 -0.426
O 3.141 -0.082 -1.310
O 2.409 -2.108 0.778
O 0.492 -1.240 0.042
O -1.281 0.084 -0.519
H 2.612 3.142 1.293
H 3.225 2.724 -0.448
H 1.751 0.910 1.497
H -4.180 -1.214 0.308
H -3.528 0.483 0.393
H -4.093 -0.265 -1.225
H -2.083 -1.741 -1.394
H -1.966 -1.697 0.398

=====

[3]
17
Properties=species:S:1:pos:R:3 method="wB97M-V/def2-TZVPD" e_above_lowest_kj_mol=0.00 gap_ev="7.179 / 8.537" energy_ha=-744.7978 multiplicity=3 total_charge=0 max_force_ev_per_a=5.0 homo_energy_ev="-6.4601 / -8.6961"
C -1.395 -0.216 0.328
C -2.174 -0.700 1.315
C -0.167 0.376 2.180
C -0.087 0.300 0.734
C 0.742 0.440 -1.662
C 0.730 -1.153 -1.734
C 0.827 0.841 -0.170
O 2.004 1.354 0.282
S -1.572 -0.341 2.908
H -1.708 -0.444 -0.654
H -3.053 -1.293 1.430
H 0.737 0.620 2.815
H 1.573 0.802 -2.177
H -0.119 0.822 -2.044
H -0.168 -1.746 -1.993
H 1.453 -1.718 -1.272
H 2.377 2.057 -0.287

=====

[4]
19
Properties=species:S:1:pos:R:3 method="wB97M-V/def2-TZVPD" e_above_lowest_kj_mol=116.29 gap_ev=7.904 energy_ha=-1541.1746 multiplicity=1 total_charge=0 smiles="C=CSC(=S)CO.C#CC=S" max_force_ev_per_a=0.6 homo_energy_ev=-8.7503
C 4.119 2.070 0.137
C 3.329 1.162 0.706
S 1.609 1.026 0.290
C 1.364 -0.681 -0.034
S -0.154 -1.240 -0.175
C 2.591 -1.574 -0.204
O 3.440 -1.163 -1.244
H 3.770 2.706 -0.673
H 5.136 2.213 0.485
H 3.682 0.546 1.531
H 2.232 -2.573 -0.456
H 3.116 -1.639 0.764
H 3.910 -0.368 -0.966
C -2.815 -1.192 1.675
C -3.183 -0.582 0.700
C -3.592 0.124 -0.467
S -4.879 1.103 -0.553
H -2.506 -1.722 2.550
H -2.963 -0.035 -1.345